(1)
# C4H13N2

A gas-phase ion, C4H13N2 (charge +1) (ωB97M-V/def2-TZVPD, the OMol25 dataset).

As for the spin multiplicity: 1. As for the maximum force: 2.82 eV/Å. For the energy above the lowest of the compared OMol25 structures with the same formula, charge and spin, the calculation gives 160.5 kJ/mol. As for the SMILES: C[NH2+][C@@H](C)CN. The net charge is +1.

Last column: natural (NBO) charge in e.
Element x y z (Å)
H (0.947, 2.302, 1.705)  0.3770
H (1.015, 0.168, -0.538)  0.2243
H (-1.336, -1.610, -0.258)  0.4407
H (-0.038, -1.040, -2.516)  0.2390
H (1.180, -1.855, -1.685)  0.2386
C (0.095, -1.741, -1.691)  -0.4415
H (0.029, -1.790, 0.297)  0.4242
C (-0.800, 1.343, -0.625)  -0.6520
H (-1.029, 2.037, 0.182)  0.2355
H (-0.254, 1.922, -1.368)  0.2482
H (-1.699, 0.965, -1.101)  0.2362
H (0.531, -0.601, 1.928)  0.1982
H (-0.823, 0.555, 1.899)  0.1881
C (0.187, 0.351, 1.524)  -0.2370
N (1.188, 1.332, 1.838)  -0.8363
H (1.542, 1.253, 2.783)  0.3899
H (-0.397, -2.667, -1.969)  0.2463
C (0.077, 0.256, 0.003)  0.0032
N (-0.415, -1.180, -0.409)  -0.5225

---

(2)
# C3H6OSi

C3H6OSi in the gas phase (ωB97M-V/def2-TZVPD, the OMol25 dataset).

As for the spin multiplicity: 1. As for the maximum force: 2.79 eV/Å. For the energy above the lowest of the compared OMol25 structures with the same formula, charge and spin, the calculation gives 69.1 kJ/mol. As for the SMILES: C=CC[SiH]=O.

Last column: natural (NBO) charge in e.
Element x y z (Å)
C (0.018, 0.800, 0.760)  -0.8437
H (-0.347, 1.811, 0.627)  0.2436
H (1.740, 0.852, -1.651)  -0.2395
C (-1.096, -1.125, -0.478)  -0.3989
C (-1.112, -0.052, 0.288)  -0.1724
O (3.042, -0.454, 0.031)  -1.1446
Si (1.805, 0.355, -0.251)  1.7253
H (-2.104, 0.287, 0.653)  0.2012
H (0.115, 0.693, 1.834)  0.2473
H (-1.873, -1.698, -0.876)  0.2102
H (-0.189, -1.469, -0.936)  0.1716

---

(3)
# C21H40AlBBe2Cl2FN2O10S

A molecular structure, C21H40AlBBe2Cl2FN2O10S (ωB97M-V/def2-TZVPD, the OMol25 dataset).

As for the spin multiplicity: 1. As for the maximum force: 6.33 eV/Å. The net charge is +1.

Last column: Mulliken charge in e.
Element x y z (Å)
O (-3.661, -3.495, -0.464)  -0.6041
C (1.146, 4.019, -1.548)  -0.7133
H (-6.096, -1.823, 0.824)  0.3866
H (0.051, -4.334, 1.781)  0.4925
Cl (0.800, 2.440, 1.553)  -0.5501
C (3.560, 6.375, -0.348)  -0.3397
H (4.314, 6.383, -4.411)  0.3683
H (0.183, 3.872, -1.049)  0.2771
O (2.346, -4.127, 0.535)  -0.5563
C (2.324, 5.527, -0.142)  -0.3733
C (3.389, 8.882, -3.068)  -0.8101
H (-9.784, -4.301, 0.399)  0.2748
O (3.171, 7.488, -3.136)  -0.2922
H (3.442, 9.316, -4.072)  0.3108
H (0.030, -1.233, 4.132)  0.2313
H (3.987, 6.555, 0.642)  0.4165
H (-1.534, -4.761, 1.115)  0.2253
C (4.413, 5.508, -2.471)  -0.2279
C (-7.915, -4.506, -1.026)  0.4988
O (4.606, 5.768, -1.093)  -0.4670
O (1.608, 5.331, -1.355)  -0.3455
N (-4.818, -3.301, 1.676)  0.5950
H (-2.420, -3.434, 2.859)  0.4193
H (-6.958, -2.975, 1.842)  0.6132
C (-2.930, -1.594, 1.055)  0.2772
O (1.637, -1.974, 0.320)  -0.1317
H (8.028, -3.654, 0.035)  0.3537
H (-0.673, 1.563, 1.692)  -0.0128
B (-3.861, -2.873, 0.722)  0.5410
C (-1.532, -3.000, 2.423)  -0.6088
H (-7.178, -4.355, -0.218)  -0.3320
H (7.600, -3.340, -1.675)  0.2716
H (2.612, 4.570, 0.301)  0.2266
H (-6.043, -4.929, 2.085)  0.4294
H (1.659, 6.044, 0.559)  0.3479
H (-4.374, -5.354, 2.073)  0.2632
H (-5.936, -1.752, 2.574)  0.1151
C (1.895, -3.191, -0.125)  1.0628
C (-6.026, -2.443, 1.719)  -1.4371
H (-0.830, -2.902, 3.232)  0.4492
Cl (5.652, -3.673, -2.509)  -0.2039
O (1.770, -3.360, -1.420)  -0.6470
H (4.302, 9.121, -2.514)  0.3792
C (-2.537, 0.739, 0.733)  -0.6340
H (8.041, -0.540, 0.849)  0.3551
F (2.251, -1.837, 3.097)  -0.4886
C (-1.401, 0.625, 1.508)  -0.4050
C (-9.442, -3.631, -0.413)  -0.2504
C (-5.111, -4.740, 1.571)  -1.2104
H (-5.217, -5.105, 0.555)  0.4304
Al (-0.328, -0.386, -0.752)  0.7004
H (2.545, 9.322, -2.538)  0.2365
C (7.935, -2.887, -0.736)  -1.0721
H (7.184, -1.805, 1.771)  0.3525
H (-0.636, -3.350, 0.518)  0.0753
H (-2.781, 1.715, 0.347)  0.5474
S (0.399, -0.601, 3.008)  0.2851
H (5.243, 7.333, -3.228)  0.3484
H (1.865, 3.275, -1.187)  0.3174
H (3.558, 4.849, -2.634)  0.0296
C (-1.084, -0.596, 2.045)  0.4028
H (5.298, 4.943, -2.778)  0.4216
C (4.342, 6.726, -3.368)  -0.5410
C (-3.289, -0.389, 0.495)  -0.8740
N (-1.847, -1.695, 1.834)  0.2761
O (-8.192, -5.650, -1.341)  -0.4026
C (-0.880, -3.947, 1.391)  -0.9535
Be (2.869, -1.616, -0.921)  0.3555
H (6.290, -0.433, 1.093)  0.3066
H (-4.170, -0.337, -0.119)  0.4674
H (8.898, -2.395, -0.883)  0.3406
H (1.015, 3.869, -2.623)  0.3135
Be (-6.459, -2.566, 4.301)  -0.0122
O (-9.099, -2.490, -0.132)  -0.3996
H (-7.535, -3.849, -1.835)  0.2589
C (6.903, -1.896, -0.338)  1.0054
H (-2.738, -3.470, -0.726)  0.3552
C (7.120, -1.116, 0.929)  -1.1171
H (3.304, 7.354, -0.755)  0.1063
H (-10.166, -3.794, -1.231)  0.3514
O (5.898, -1.710, -1.016)  -0.4523

---

(4)
# C36H86N2

6 unconnected molecules or ions with the total composition C36H86N2 (ωB97M-V/def2-TZVPD, the OMol25 dataset).

As for the spin multiplicity: 1. As for the maximum force: 11.05 eV/Å. For the energy above the lowest of the compared OMol25 structures with the same formula, charge and spin, the calculation gives 144.5 kJ/mol. As for the SMILES: CCN(CC)CC.CCN(CC)CC.CCCCCC.CCCCCC.CCCCCC.CCCCCC.

Last column: Mulliken charge in e.
Element x y z (Å)
H (-1.520, 0.787, -1.641)  0.4147
H (-5.011, 4.449, -4.444)  0.3563
C (1.738, -0.941, -4.261)  0.4418
H (-3.869, 0.644, -2.633)  0.2573
C (4.854, 5.913, -1.973)  -0.4989
H (1.548, -3.481, 5.914)  0.4416
C (-2.052, -0.981, 3.718)  0.9998
C (-0.672, -3.703, 0.771)  0.0627
H (6.021, 6.530, 0.050)  0.2141
H (-6.436, 0.576, 0.061)  0.5111
H (-2.521, 3.030, 3.455)  0.4008
H (-2.239, -2.482, -1.393)  0.3441
C (0.779, -4.802, 4.344)  -0.0469
C (3.011, 4.019, -1.897)  -0.8295
H (4.204, 6.558, -2.765)  0.1912
H (-2.426, -2.859, 1.176)  0.1186
H (-5.542, 0.142, -1.284)  0.2947
C (2.517, -3.526, -7.119)  -1.2199
H (-3.920, -2.120, 3.421)  0.5402
C (2.504, -2.232, -4.243)  -0.5722
H (0.806, -5.849, 4.709)  0.5488
H (-0.172, 3.948, 3.294)  0.3483
H (-0.222, 3.620, 1.549)  -0.2497
H (-1.526, -0.950, 4.707)  -0.0331
C (0.912, -1.975, 0.082)  -0.4749
C (-0.492, -2.974, 8.646)  -1.2734
H (-5.558, 2.138, -3.457)  0.4117
H (7.312, 8.217, -1.345)  0.4386
H (-2.242, -3.061, 7.473)  0.3400
C (-5.143, 2.096, -0.566)  0.3776
H (-5.737, 3.084, -0.114)  0.3308
H (2.653, 2.343, -0.667)  0.2843
C (-2.600, 0.402, 3.371)  -0.6828
C (-0.538, -4.117, 6.350)  -1.0585
H (-0.971, -3.858, 9.268)  0.2517
H (4.383, -3.239, -5.023)  0.3272
H (1.743, -3.047, -4.400)  0.2140
H (2.564, -4.070, 3.926)  0.5534
H (-0.130, -4.528, 0.492)  0.5604
H (-4.248, 4.875, -2.750)  0.2694
C (1.882, -4.625, 3.444)  -1.0589
H (-0.150, -4.949, 3.670)  -0.0960
H (-1.314, -4.402, 5.751)  0.3927
H (1.394, 2.759, -1.636)  0.3702
H (2.969, -2.420, -3.310)  0.1552
N (-4.294, 2.507, -1.731)  0.3129
C (-4.352, 4.110, -3.653)  -1.2099
H (-1.009, 0.920, 2.277)  -0.6609
H (-5.953, 3.633, -2.530)  0.3209
H (1.365, -3.460, -6.857)  0.2021
H (0.453, -3.715, -2.435)  0.3327
H (-2.940, -3.015, 4.091)  0.4424
C (-1.998, 2.717, 2.628)  -0.4312
C (-0.934, 3.723, 2.447)  -0.7559
C (2.089, 3.167, -1.002)  -0.8888
H (1.710, -4.152, 2.657)  -0.1091
H (2.475, -1.466, -6.876)  0.1494
C (-3.361, 1.540, -2.152)  -1.5415
H (1.259, -2.110, 1.114)  0.1864
H (3.386, 0.347, -4.505)  0.4848
C (-0.540, -3.736, -2.289)  -1.4166
C (-1.504, 1.368, 3.051)  0.5723
C (3.269, -2.262, -6.688)  -0.3759
C (-2.280, 1.255, -1.128)  -0.0656
H (2.274, -5.595, 2.981)  0.2364
H (5.514, 5.272, -2.537)  0.3377
H (4.629, 4.531, -0.306)  0.4484
H (-2.981, 1.897, -2.933)  0.9660
H (-2.547, 2.866, 1.778)  0.2651
H (3.372, 5.418, -0.324)  0.3644
H (7.786, 6.464, -2.094)  0.2295
H (2.674, -3.315, -8.214)  0.3575
H (-1.437, -1.378, 2.902)  -0.2916
H (-3.569, 3.794, -4.222)  0.4043
H (0.452, -2.769, 5.335)  0.3412
H (-2.359, -4.651, 1.752)  0.5280
C (0.617, -3.767, 5.465)  -0.4379
C (-5.062, 3.001, -2.930)  -0.6333
C (4.057, 4.967, -1.103)  -0.8811
H (-3.270, 0.647, 4.195)  0.5008
H (-3.590, -1.779, 4.898)  0.9212
H (-2.715, 0.406, -0.388)  0.0358
C (0.914, -0.458, -0.149)  0.4996
C (2.527, 0.333, -3.868)  -1.3110
H (7.002, 7.597, -2.887)  0.3437
H (-0.935, -4.855, -1.950)  0.2042
H (0.807, -0.162, -1.228)  -0.2219
H (-3.486, 0.456, 2.640)  0.0389
C (-1.157, -3.014, 7.351)  -0.0385
H (1.291, -0.845, -5.306)  0.2956
H (0.322, 0.002, 0.502)  -0.8576
C (-3.129, -2.023, 4.123)  -2.6324
H (1.927, -0.037, 0.156)  0.3986
H (-0.524, -1.992, 9.364)  0.2983
H (-1.674, 2.186, -0.508)  -0.2785
C (3.734, -2.190, -5.227)  -0.4764
H (0.517, -2.843, 8.706)  0.3741
H (-0.753, -2.034, 6.784)  0.0000
H (-0.286, -3.430, 1.814)  -0.5806
C (-2.095, -3.956, 1.027)  -1.2196
H (2.870, -4.391, -6.921)  0.4507
H (-1.073, -1.559, -1.905)  -0.0562
H (5.086, 7.766, -0.821)  0.4455
H (-4.559, 1.828, 0.314)  -0.5873
C (-1.137, -2.518, -1.459)  -0.1878
H (-2.694, -4.137, 0.082)  0.2396
H (-0.781, -3.497, -3.365)  0.5012
H (-0.586, -5.042, 6.929)  0.4822
C (-6.074, 0.969, -0.849)  -1.2969
H (-0.901, 1.281, 4.012)  0.3652
H (1.680, -2.384, -0.623)  0.1103
H (0.875, -1.140, -3.636)  -0.3124
H (-6.992, 1.252, -1.308)  0.3058
H (2.909, 0.474, -2.763)  0.1360
H (2.506, 4.523, -2.482)  0.8016
H (4.523, -1.224, -5.067)  0.1746
H (1.560, 3.680, -0.170)  0.1642
C (6.968, 7.418, -1.800)  -1.2847
H (4.147, -2.241, -7.429)  0.3848
H (-1.497, 4.864, 2.291)  0.2617
N (-0.439, -2.506, -0.084)  0.9040
H (3.732, 3.365, -2.639)  0.1035
H (1.960, 1.170, -3.928)  0.5165
C (5.685, 6.998, -1.110)  -0.3674

---

(5)
# C9H24CdI2O3

A molecular structure, C9H24CdI2O3 (ωB97M-V/def2-TZVPD, the OMol25 dataset).

As for the spin multiplicity: 1. As for the maximum force: 1.08 eV/Å. For the energy above the lowest of the compared OMol25 structures with the same formula, charge and spin, the calculation gives 0.0 kJ/mol.

Last column: natural (NBO) charge in e.
Element x y z (Å)
C (1.402, 3.018, -0.098)  -0.6351
H (0.111, -3.266, -1.948)  0.2106
O (-0.102, 1.157, -0.288)  -0.7960
O (0.255, -0.096, 2.527)  -0.7905
C (1.156, 1.700, -0.767)  0.0881
C (1.128, 1.781, -2.292)  -0.6327
H (2.016, 2.304, -2.646)  0.2183
O (-0.543, -1.360, -1.783)  -0.7930
H (-1.667, 0.223, 5.239)  0.2216
H (-2.312, -3.407, -2.104)  0.2399
H (-1.576, 0.681, 2.907)  0.2010
I (-2.733, -1.889, 1.258)  -0.7691
H (-2.346, -2.278, -3.483)  0.1956
H (1.487, -2.066, -3.462)  0.2251
C (-0.768, -0.110, 4.713)  -0.6416
C (-1.767, -3.062, -2.981)  -0.6354
H (0.509, -3.182, -4.405)  0.2198
H (2.201, 3.575, -0.580)  0.2281
H (-0.733, 1.875, -0.171)  0.4930
H (0.084, -1.460, -4.384)  0.1985
H (-0.901, -1.176, 4.521)  0.2407
H (1.877, 0.935, -0.475)  0.2006
C (-0.401, -2.554, -2.597)  0.0844
H (-1.681, -3.893, -3.683)  0.2185
H (1.661, 2.896, 0.957)  0.2255
C (0.469, -2.286, -3.780)  -0.6300
H (-0.613, 2.574, 4.403)  0.2209
H (0.086, 0.034, 5.380)  0.2005
C (-0.065, 2.059, 3.617)  -0.6279
H (1.100, -0.233, 2.972)  0.4954
C (-0.613, 0.648, 3.412)  0.0852
H (0.227, 2.282, -2.653)  0.2063
H (0.489, 3.625, -0.140)  0.1990
I (1.941, -2.654, 0.679)  -0.7669
Cd (-0.242, -1.026, 0.455)  1.4808
H (0.984, 1.997, 3.929)  0.2019
H (1.135, 0.777, -2.718)  0.2273
H (-1.175, -0.783, -2.227)  0.4861
H (-0.083, 2.639, 2.692)  0.2056

---

Result set for E_HOMO: -0.492 -0.373 -0.369 -0.297 -0.300 Eh, one per record in the order listed.
Result set for total energy: -7331.8237 -13131.7818 -92529.9926 -41690.4051 -36633.5705 eV, one per record in the order listed.
Result set for LUMO energy: -3.28 0.00 -8.30 0.69 0.22 eV, one per record in the order listed.